The following is a quantum chemistry calculation of a molecular structure, C62H155ClN10O9PY, from OMol25.

Calculated values
highest occupied orbital energy = -0.764 eV
Kohn-Sham gap = 4.19 eV
charge = -2

```
239
Properties=species:S:1:pos:R:3:lowdin_charge:R:1
Y -1.910 0.871 0.767 1.303
C -4.755 1.848 -2.352 -0.115
C -4.081 2.388 -1.152 -0.427
O -3.306 1.361 -0.629 -0.406
H -4.087 1.477 -3.112 0.026
H -5.424 2.638 -2.829 0.092
H -5.334 1.012 -2.027 0.049
H -4.846 2.771 -0.507 0.086
H -3.477 3.341 -1.388 0.098
P -1.045 3.130 2.544 0.363
O -2.208 2.156 2.805 -0.381
O -0.589 2.868 1.141 -0.386
O -3.066 -0.753 1.685 -0.820
O -0.535 4.050 3.488 -0.257
Cl 0.295 -1.301 -0.385 0.685
O -0.056 -0.852 1.006 -0.451
O 1.464 -0.596 -0.801 -0.348
O 0.366 -2.731 -0.569 -0.322
O -0.822 -0.780 -1.210 -0.408
C 4.931 -3.333 0.246 -0.079
C 3.591 -3.655 0.870 -0.255
N 3.457 -3.242 2.270 -0.135
C 2.147 -3.659 2.739 -0.296
C 2.091 -5.120 3.046 -0.080
C 3.422 -1.722 2.467 -0.206
C 3.903 -1.475 3.902 -0.087
H 5.163 -2.256 0.224 0.051
H 4.890 -3.783 -0.753 0.072
H 5.697 -3.794 0.774 0.043
H 2.783 -3.248 0.217 0.109
H 3.417 -4.738 0.801 0.109
H 1.969 -3.195 3.698 0.089
H 1.381 -3.346 2.147 0.073
H 2.862 -5.300 3.784 0.073
H 1.150 -5.434 3.499 0.048
H 2.218 -5.820 2.216 0.064
H 2.460 -1.310 2.173 0.099
H 4.206 -1.269 1.849 0.081
H 4.867 -1.968 4.018 0.064
H 3.190 -1.927 4.704 0.094
H 4.091 -0.404 4.198 0.038
C 5.211 -1.513 -3.282 -0.083
C 3.932 -0.641 -3.441 -0.229
N 3.201 -0.959 -4.707 -0.159
C 1.979 -0.103 -4.758 -0.236
C 2.260 1.282 -5.337 -0.089
C 2.893 -2.391 -4.803 -0.267
C 2.102 -2.945 -3.631 -0.083
H 5.782 -1.555 -4.193 0.063
H 4.942 -2.567 -3.078 0.058
H 5.824 -1.282 -2.395 0.050
H 3.451 -0.776 -2.553 0.046
H 4.190 0.438 -3.437 0.107
H 1.292 -0.658 -5.455 0.113
H 1.470 -0.124 -3.752 0.129
H 2.683 1.225 -6.330 0.061
H 1.306 1.809 -5.522 0.050
H 2.953 1.913 -4.752 0.070
H 3.817 -2.967 -4.948 0.100
H 2.324 -2.589 -5.679 0.090
H 2.209 -4.051 -3.582 0.083
H 1.021 -2.808 -3.676 0.051
H 2.525 -2.620 -2.666 0.061
C -5.585 -3.479 1.633 -0.091
C -4.509 -3.982 0.696 -0.224
N -4.092 -5.370 0.993 -0.188
C -2.692 -5.604 0.571 -0.234
C -1.712 -5.441 1.738 -0.073
C -5.017 -6.374 0.647 -0.317
C -4.844 -7.678 1.379 -0.114
H -6.627 -3.730 1.302 0.065
H -5.409 -2.458 1.890 0.050
H -5.532 -4.007 2.569 0.051
H -4.796 -3.847 -0.358 0.098
H -3.604 -3.431 0.801 0.084
H -2.608 -6.621 0.162 0.099
H -2.426 -4.895 -0.272 0.123
H -1.774 -6.182 2.538 0.071
H -0.699 -5.485 1.268 0.079
H -1.804 -4.440 2.114 0.043
H -5.015 -6.709 -0.465 0.130
H -5.978 -6.008 0.920 0.094
H -5.692 -8.380 1.234 0.075
H -4.820 -7.487 2.442 0.065
H -3.907 -8.157 1.188 0.048
C 0.413 4.769 -5.978 -0.079
C 0.132 4.246 -4.584 -0.321
N -0.918 4.825 -3.857 -0.191
C -0.683 4.888 -2.373 -0.189
C 0.015 6.243 -2.011 -0.072
C -2.275 4.364 -4.236 -0.236
C -3.387 5.394 -4.053 -0.073
H 1.323 4.351 -6.399 0.058
H 0.507 5.869 -5.945 0.076
H -0.404 4.480 -6.655 0.064
H 0.103 3.181 -4.586 0.090
H 0.962 4.493 -3.957 0.098
H -1.686 4.828 -1.892 0.099
H 0.025 4.106 -2.010 0.101
H 0.712 6.528 -2.855 0.080
H -0.709 7.060 -1.908 0.064
H 0.749 6.153 -1.227 0.027
H -2.558 3.465 -3.692 0.096
H -2.230 3.987 -5.283 0.115
H -3.223 5.760 -3.015 0.077
H -4.310 4.889 -4.126 0.047
H -3.394 6.189 -4.744 0.047
C -8.831 1.173 1.235 -0.074
C -9.498 -0.214 0.974 -0.245
N -9.569 -0.539 -0.435 -0.197
C -8.339 -0.269 -1.164 -0.248
C -7.010 -0.987 -0.707 -0.045
C -10.096 -1.865 -0.602 -0.305
C -9.948 -2.404 -1.978 -0.112
H -9.475 1.973 0.878 0.065
H -7.848 1.264 0.747 0.059
H -8.621 1.318 2.306 0.074
H -8.880 -0.957 1.499 0.112
H -10.475 -0.244 1.365 0.091
H -8.435 -0.477 -2.215 0.085
H -8.231 0.829 -1.139 0.100
H -6.347 -0.360 -0.149 0.065
H -7.324 -1.861 -0.122 0.055
H -6.459 -1.393 -1.530 0.051
H -11.147 -1.852 -0.336 0.110
H -9.628 -2.603 0.067 0.113
H -10.351 -1.745 -2.767 0.086
H -10.431 -3.358 -1.978 0.059
H -8.888 -2.595 -2.261 0.084
C -3.900 -3.855 -3.123 -0.097
C -2.578 -3.149 -3.295 -0.248
N -2.601 -2.136 -4.321 -0.201
C -3.122 -0.783 -4.112 -0.245
C -3.954 -0.279 -5.247 -0.094
C -1.655 -2.204 -5.370 -0.269
C -2.039 -3.214 -6.514 -0.060
H -4.532 -3.212 -2.500 0.047
H -3.926 -4.852 -2.587 0.076
H -4.428 -4.016 -4.069 0.064
H -2.254 -2.684 -2.339 0.115
H -1.809 -3.896 -3.535 0.117
H -3.727 -0.903 -3.197 0.126
H -2.313 -0.082 -3.912 0.114
H -4.668 -1.090 -5.480 0.085
H -4.489 0.618 -4.988 0.049
H -3.433 -0.078 -6.171 0.060
H -0.648 -2.445 -4.940 0.100
H -1.533 -1.260 -5.803 0.078
H -2.835 -2.753 -7.095 0.057
H -2.384 -4.091 -5.961 0.059
H -1.197 -3.467 -7.151 0.053
C 2.404 6.307 2.922 -0.087
C 2.631 6.700 1.482 -0.265
N 3.105 5.664 0.550 -0.162
C 4.517 5.278 0.863 -0.230
C 5.434 6.131 -0.043 -0.086
C 2.209 4.480 0.616 -0.271
C 2.339 3.450 -0.526 -0.074
H 1.676 5.513 2.964 0.032
H 2.078 7.188 3.512 0.085
H 3.386 5.956 3.357 0.080
H 1.689 7.079 1.031 0.116
H 3.375 7.479 1.404 0.095
H 4.777 5.546 1.922 0.108
H 4.521 4.191 0.649 0.091
H 6.464 5.783 0.079 0.053
H 5.043 6.141 -1.059 0.071
H 5.371 7.172 0.231 0.051
H 1.177 4.773 0.671 0.088
H 2.324 3.899 1.559 0.066
H 2.409 4.003 -1.463 0.062
H 1.529 2.680 -0.510 0.079
H 3.287 2.900 -0.392 0.046
C 2.704 1.751 2.858 -0.050
C 3.020 3.070 3.633 -0.206
N 3.336 2.905 5.086 -0.190
C 2.320 2.181 5.759 -0.283
C 0.966 2.864 5.961 -0.055
C 4.634 2.268 5.309 -0.270
C 5.274 2.986 6.469 -0.087
H 3.450 1.004 2.985 0.017
H 2.592 1.995 1.782 0.066
H 1.735 1.254 3.118 0.086
H 3.965 3.454 3.237 0.094
H 2.286 3.899 3.508 0.071
H 2.221 1.254 5.176 0.099
H 2.714 1.896 6.742 0.111
H 0.297 2.136 6.376 0.065
H 0.934 3.778 6.549 0.074
H 0.494 3.060 4.984 0.030
H 5.236 2.327 4.425 0.103
H 4.462 1.211 5.429 0.087
H 4.645 2.895 7.378 0.076
H 5.253 4.036 6.218 0.066
H 6.276 2.735 6.749 0.053
C -0.317 -1.275 4.252 -0.053
C -1.199 -2.579 3.949 -0.235
N -1.790 -3.251 5.064 -0.181
C -3.232 -3.487 4.959 -0.236
C -3.757 -4.216 6.191 -0.097
C -0.977 -4.411 5.512 -0.239
C 0.096 -3.988 6.522 -0.083
H 0.457 -1.393 5.010 0.029
H -0.936 -0.390 4.500 0.068
H 0.126 -1.053 3.245 0.036
H -2.025 -2.278 3.314 0.068
H -0.605 -3.348 3.424 0.081
H -3.688 -2.506 4.840 0.125
H -3.516 -4.016 4.059 0.095
H -4.774 -4.044 6.214 0.032
H -3.671 -5.346 6.142 0.085
H -3.170 -3.833 7.009 0.068
H -0.521 -4.925 4.670 0.076
H -1.603 -5.090 6.051 0.075
H 0.824 -4.792 6.695 0.063
H -0.378 -3.773 7.475 0.059
H 0.701 -3.118 6.236 0.049
C 6.047 0.621 0.584 -0.085
C 6.523 1.942 0.007 -0.259
N 7.748 1.902 -0.829 -0.151
C 8.284 3.324 -0.905 -0.254
C 9.632 3.455 -1.603 -0.109
C 7.688 1.361 -2.159 -0.259
C 7.043 2.187 -3.289 -0.096
H 5.252 0.723 1.360 0.062
H 6.847 0.088 1.135 0.085
H 5.572 0.008 -0.216 0.063
H 5.641 2.323 -0.530 0.102
H 6.670 2.634 0.823 0.097
H 7.555 4.028 -1.412 0.115
H 8.215 3.651 0.096 0.077
H 10.244 4.366 -1.327 0.081
H 10.360 2.639 -1.399 0.076
H 9.475 3.468 -2.711 0.062
H 7.128 0.461 -2.210 0.071
H 8.744 1.167 -2.474 0.118
H 7.622 3.111 -3.516 0.052
H 5.994 2.496 -3.266 0.064
H 7.106 1.567 -4.210 0.080
```

***

The following is a quantum chemistry calculation of 11 unconnected molecules or ions with the total composition C62H157N11O20, from OMol25.

Calculated values
highest occupied orbital energy (spin up / spin down) = -9.691 / -9.691 eV
2S+1 = 2
Kohn-Sham gap (spin up / spin down) = 7.10 / 2.09 eV
⟨S²⟩ = 0.754
charge = +1

```
250
Properties=species:S:1:pos:R:3:lowdin_charge:R:1
C -2.866 -0.384 0.896 -0.030
O -3.800 -0.342 -0.256 -0.234
C -5.112 -0.903 0.076 -0.161
C -6.067 -0.527 -1.072 -0.066
N -5.847 -1.319 -2.326 0.201
C -6.734 -1.059 -3.410 -0.104
C -6.376 -2.083 -4.516 -0.152
O -5.040 -1.851 -5.055 -0.189
C -4.814 -2.727 -6.133 -0.115
H -2.705 -1.459 0.974 0.060
H -3.284 0.023 1.816 0.090
H -1.925 0.145 0.743 0.079
H -5.491 -0.445 0.989 0.125
H -5.080 -1.960 0.343 0.122
H -5.988 0.507 -1.408 0.149
H -7.113 -0.563 -0.769 0.142
H -4.886 -1.277 -2.633 0.158
H -6.467 -0.031 -3.653 0.167
H -7.798 -1.134 -3.186 0.152
H -7.059 -1.949 -5.355 0.136
H -6.402 -3.096 -4.114 0.134
H -3.725 -2.716 -6.094 0.074
H -4.846 -2.243 -7.109 0.095
H -5.289 -3.696 -6.289 0.109
C 4.604 -5.860 5.710 -0.095
O 3.837 -4.707 5.460 -0.209
C 4.468 -3.609 4.808 -0.171
C 3.340 -2.549 4.548 -0.189
N 2.636 -2.156 5.759 -0.049
C 1.280 -1.812 5.469 -0.199
C 0.356 -3.040 5.490 -0.223
O 0.850 -4.054 6.306 -0.179
C -0.111 -5.048 6.574 -0.073
H 4.207 -6.730 6.232 0.089
H 5.549 -5.585 6.178 0.088
H 4.758 -6.210 4.689 0.083
H 5.045 -3.889 3.926 0.099
H 5.221 -3.169 5.462 0.117
H 2.673 -2.925 3.772 0.104
H 3.744 -1.637 4.107 0.087
H 2.527 -2.988 6.320 0.091
H 1.119 -1.202 4.580 0.114
H 0.963 -1.169 6.291 0.111
H 0.159 -3.450 4.499 0.100
H -0.663 -2.766 5.764 0.101
H -0.469 -5.362 5.593 0.067
H -0.969 -4.647 7.113 0.091
H 0.261 -5.963 7.036 0.098
C 1.555 -5.294 -0.038 -0.112
O 0.363 -5.390 -0.830 -0.211
C -0.679 -6.257 -0.383 -0.170
C -1.633 -5.432 0.548 -0.199
N -1.105 -5.196 1.887 -0.050
C -2.025 -4.889 2.961 -0.204
C -2.883 -3.643 2.771 -0.214
O -3.777 -3.641 3.860 -0.174
C -4.623 -2.557 4.020 -0.125
H 1.501 -5.113 1.035 0.081
H 2.256 -4.626 -0.539 0.067
H 1.990 -6.280 -0.201 0.090
H -0.330 -7.190 0.059 0.123
H -1.326 -6.471 -1.234 0.108
H -2.623 -5.882 0.628 0.112
H -1.801 -4.482 0.040 0.087
H -0.671 -6.068 2.152 0.110
H -1.497 -4.730 3.901 0.081
H -2.693 -5.708 3.231 0.127
H -3.395 -3.773 1.818 0.110
H -2.286 -2.733 2.823 0.111
H -4.093 -1.617 4.173 0.063
H -5.362 -2.806 4.782 0.101
H -5.252 -2.351 3.155 0.071
C 4.401 0.986 -4.737 -0.108
O 5.235 0.845 -3.600 -0.179
C 4.782 1.693 -2.551 -0.242
C 5.534 1.418 -1.277 -0.186
N 5.101 0.121 -0.685 -0.047
C 6.054 -0.414 0.243 -0.243
C 5.612 -1.586 1.081 -0.202
O 5.321 -2.682 0.164 -0.167
C 4.562 -3.697 0.831 -0.098
H 3.382 0.696 -4.481 0.064
H 4.747 0.201 -5.408 0.094
H 4.384 1.967 -5.213 0.090
H 3.718 1.595 -2.335 0.103
H 4.978 2.688 -2.950 0.127
H 5.413 2.297 -0.643 0.119
H 6.576 1.354 -1.591 0.121
H 4.849 -0.516 -1.427 0.111
H 6.439 0.380 0.883 0.114
H 6.907 -0.804 -0.314 0.122
H 4.798 -1.095 1.614 0.099
H 6.437 -1.847 1.744 0.128
H 5.089 -4.205 1.639 0.080
H 4.243 -4.484 0.147 0.071
H 3.638 -3.204 1.132 0.070
C 3.499 5.387 5.979 -0.106
O 3.770 4.001 6.173 -0.209
C 3.255 3.139 5.066 -0.169
C 3.000 1.703 5.483 -0.213
N 4.060 0.716 5.309 -0.063
C 5.132 0.848 6.258 -0.195
C 6.417 0.379 5.686 -0.221
O 7.295 1.402 5.212 -0.164
C 6.806 1.977 4.040 -0.121
H 3.714 5.651 4.944 0.074
H 4.120 5.831 6.756 0.098
H 2.435 5.542 6.155 0.081
H 3.845 3.179 4.151 0.100
H 2.251 3.486 4.819 0.104
H 2.167 1.317 4.896 0.095
H 2.619 1.628 6.502 0.125
H 3.553 -0.157 5.348 0.051
H 4.821 0.283 7.137 0.127
H 5.268 1.879 6.584 0.133
H 6.479 -0.518 5.071 0.118
H 7.050 0.020 6.497 0.120
H 6.726 1.289 3.198 0.071
H 7.421 2.831 3.755 0.094
H 5.795 2.365 4.163 0.056
C -3.041 2.202 -1.379 -0.133
O -2.280 3.280 -1.872 -0.209
C -3.036 4.469 -2.305 -0.144
C -3.696 4.161 -3.726 -0.187
N -3.516 5.382 -4.530 -0.067
C -4.202 5.439 -5.809 -0.230
C -3.581 4.665 -6.936 -0.244
O -4.133 5.139 -8.161 -0.185
C -3.368 4.791 -9.315 -0.101
H -3.525 2.380 -0.419 0.082
H -2.327 1.389 -1.246 0.071
H -3.784 1.923 -2.125 0.069
H -2.287 5.253 -2.408 0.112
H -3.737 4.931 -1.609 0.106
H -4.762 4.017 -3.553 0.098
H -3.330 3.296 -4.280 0.107
H -3.901 6.114 -3.951 0.106
H -4.215 6.449 -6.221 0.125
H -5.275 5.252 -5.808 0.117
H -3.781 3.605 -6.778 0.114
H -2.505 4.836 -6.947 0.122
H -3.944 4.824 -10.240 0.083
H -3.151 3.723 -9.334 0.072
H -2.466 5.388 -9.450 0.090
C 0.912 -1.320 -2.875 -0.045
O -0.125 -1.458 -3.848 -0.177
C -1.402 -1.757 -3.442 -0.276
C -1.537 -3.050 -2.721 -0.194
N -1.089 -4.276 -3.488 -0.009
C -1.865 -4.532 -4.694 -0.202
C -2.182 -6.029 -4.986 -0.178
O -1.098 -6.674 -5.679 -0.186
C -1.502 -7.716 -6.529 -0.142
H 1.136 -2.267 -2.385 0.082
H 0.492 -0.622 -2.151 0.088
H 1.834 -0.941 -3.315 0.087
H -2.032 -1.834 -4.328 0.108
H -1.896 -0.989 -2.848 0.113
H -2.613 -3.156 -2.585 0.107
H -0.977 -3.099 -1.787 0.085
H -0.128 -4.012 -3.652 0.104
H -1.372 -4.107 -5.568 0.126
H -2.823 -4.025 -4.813 0.073
H -3.050 -6.000 -5.644 0.107
H -2.271 -6.633 -4.084 0.120
H -2.060 -7.436 -7.423 0.082
H -2.010 -8.563 -6.069 0.084
H -0.633 -8.190 -6.986 0.085
C 1.389 8.247 5.793 -0.111
O 1.300 7.631 4.537 -0.210
C 2.270 8.055 3.607 -0.218
C 2.250 6.935 2.560 -0.205
N 0.954 6.931 1.878 -0.046
C 0.693 5.584 1.389 -0.204
C -0.742 5.491 0.855 -0.217
O -1.639 5.593 1.933 -0.176
C -2.844 4.917 1.815 -0.126
H 1.453 9.335 5.764 0.087
H 2.356 7.937 6.188 0.072
H 0.543 8.022 6.443 0.095
H 3.252 8.139 4.074 0.117
H 2.072 9.030 3.161 0.126
H 2.427 6.008 3.107 0.095
H 3.004 7.124 1.796 0.121
H 0.266 7.227 2.556 0.100
H 0.584 4.915 2.243 0.113
H 1.450 5.202 0.705 0.117
H -0.820 4.510 0.387 0.098
H -1.069 6.177 0.073 0.124
H -2.760 3.830 1.828 0.070
H -3.417 5.217 0.938 0.076
H -3.484 5.168 2.660 0.092
C -0.342 -1.469 -11.061 -0.102
O -1.622 -0.926 -10.725 -0.202
C -1.732 -0.102 -9.571 -0.189
C -0.527 0.870 -9.292 -0.194
N -0.653 1.633 -8.027 -0.081
C -0.630 0.964 -6.652 -0.168
C -0.358 1.994 -5.577 -0.226
O 1.006 2.372 -5.480 -0.184
C 1.455 2.847 -4.217 -0.101
H 0.379 -0.695 -11.320 0.074
H -0.443 -2.054 -11.975 0.092
H 0.097 -1.930 -10.176 0.087
H -1.824 -0.754 -8.702 0.101
H -2.680 0.432 -9.642 0.116
H -0.426 1.728 -9.956 0.117
H 0.455 0.400 -9.245 0.102
H 0.149 2.247 -8.042 0.093
H 0.269 0.353 -6.736 0.116
H -1.509 0.371 -6.401 0.105
H -0.589 1.459 -4.656 0.109
H -1.004 2.851 -5.768 0.115
H 2.507 3.117 -4.307 0.073
H 1.269 2.207 -3.354 0.076
H 0.951 3.784 -3.982 0.087
C 1.253 1.962 0.361 -0.029
C 1.847 1.158 1.503 -0.427
C 1.803 -0.364 1.191 -0.226
O 0.515 -0.755 0.863 -0.198
C 0.204 -2.204 0.913 -0.044
N 3.173 1.639 1.750 0.075
H 1.853 1.783 -0.531 0.072
H 1.230 3.026 0.594 0.052
H 0.228 1.689 0.112 0.065
H 1.331 1.273 2.456 0.119
H 2.239 -0.885 2.044 0.104
H 2.485 -0.518 0.354 0.112
H -0.746 -2.399 0.415 0.057
H 0.204 -2.607 1.925 0.070
H 0.988 -2.836 0.495 0.061
H 3.703 1.454 0.910 0.043
H 3.669 1.268 2.547 0.057
C -3.380 -1.772 7.046 -0.051
C -2.541 -0.466 6.919 -0.448
C -2.491 0.208 5.551 -0.231
O -1.654 1.301 5.603 -0.156
C -1.365 1.928 4.430 -0.117
N -3.163 0.432 7.863 0.043
H -3.028 -2.600 6.430 0.052
H -4.436 -1.640 6.808 0.073
H -3.272 -2.065 8.090 0.079
H -1.527 -0.642 7.278 0.129
H -3.525 0.245 5.207 0.127
H -1.969 -0.567 4.991 0.111
H -0.616 2.715 4.517 0.095
H -2.225 2.428 3.986 0.082
H -1.008 1.184 3.718 0.078
H -2.672 0.072 8.669 0.077
H -2.639 1.270 7.655 0.067
```